<a>
The following is a DFT calculation (ωB97M-V with the def2-TZVPD basis set) of C4H9N2 as an isolated structure.

Each line ends with the natural charge from an NBO analysis.
Atoms and positions in Å:
C  -2.4759  -0.1010  -0.0909  0.049
C  -0.5069  -0.4231  -0.0703  0.258
C  1.8524  0.4581  0.3378  -0.606
C  0.8011  0.0060  -0.6350  -0.468
N  -1.6163  -0.7794  -0.8395  -0.422
N  -1.4282  0.3467  0.8628  -0.592
H  -3.4522  -0.4868  0.1398  0.225
H  2.5870  0.8178  -0.3401  0.244
H  2.3287  -0.3533  0.8577  0.231
H  1.4693  1.0688  1.0746  0.201
H  1.1262  -0.8949  -1.3015  0.254
H  0.6106  0.7595  -1.3315  0.219
H  -1.5685  -1.2887  -1.6827  0.461
H  -1.1786  1.4390  0.9917  0.489
H  -1.3172  -0.1735  1.6706  0.454

LUMO (alpha / beta), eV: -4.513 / -4.421
HOMO level (alpha / beta), eV: -12.827 / -12.869
Orbital gap (alpha / beta), Eh: 0.306 / 0.310
Net charge: +1

---

<b>
The following is a DFT calculation (ωB97M-V with the def2-TZVPD basis set) of a 2-piece molecular cluster, C4H9N2 overall.

Each line ends with the natural charge from an NBO analysis.
Atoms and positions in Å:
C  -1.4733  0.1194  -0.0694  0.248
C  -0.8880  -0.0806  1.3001  -0.506
C  -0.0779  -0.2003  0.0842  0.293
C  0.6923  -1.3641  -0.3818  -0.689
N  -2.5171  0.3172  -0.6782  -0.462
N  1.3718  1.2972  -0.1845  -0.857
H  -0.9466  0.8333  1.8770  0.287
H  -1.0002  -0.9575  1.9305  0.270
H  1.4607  -1.6478  0.3361  0.246
H  1.1418  -1.1799  -1.3578  0.252
H  0.0158  -2.2124  -0.5042  0.281
H  -2.5273  0.5248  -1.6723  0.389
H  2.2799  0.8667  -0.0573  0.416
H  1.2133  2.0276  0.5017  0.416
H  1.2549  1.6563  -1.1242  0.416

LUMO, eV: -5.357
HOMO level, eV: -14.139
Orbital gap, Eh: 0.323
Net charge: +1

---

Result of the stability comparison: <a> is the least stable of them.

---

<a>
The following is a DFT calculation (ωB97M-V with the def2-TZVPD basis set) of an isolated ion of composition C4H9N2 and charge +1.

Each line ends with the natural charge from an NBO analysis.
Atoms and positions in Å:
C  -0.2637  -1.7365  -1.7233  -0.447
N  -0.1162  -0.4034  -1.3180  -0.521
C  -0.4945  0.0407  -0.0622  0.537
N  -1.0097  -0.2687  1.0506  -0.493
C  -0.4225  1.0999  0.9099  -0.018
C  0.9556  1.2719  1.6234  -0.622
H  -0.0142  -1.9426  -2.7720  0.254
H  -1.3365  -2.1194  -1.6068  0.236
H  0.5173  -2.1800  -1.0745  0.216
H  0.5385  0.0747  -1.8863  0.439
H  -1.2060  -1.0922  1.6255  0.467
H  -0.8180  2.0684  0.7993  0.247
H  0.8581  2.0916  2.2909  0.244
H  1.6969  1.4197  0.8326  0.236
H  1.0739  0.2637  2.1536  0.224

LUMO, eV: -3.569
HOMO level, eV: -15.052
Orbital gap, Eh: 0.422
Net charge: +1

---

<b>
The following is a DFT calculation (ωB97M-V with the def2-TZVPD basis set) of an isolated ion of composition C4H9N2 and charge +1.

Each line ends with the natural charge from an NBO analysis.
Atoms and positions in Å:
H  3.3333  -0.8862  1.1167  0.388
N  2.4253  -1.1872  0.5854  -0.529
C  1.5090  -0.4883  1.0220  0.029
C  -0.1025  -0.5565  0.7575  0.238
N  -0.5251  0.1483  -0.0849  -0.215
C  -1.8213  0.5727  -0.5396  -0.443
C  0.5925  0.6872  -0.8245  -0.430
H  1.5743  0.3641  1.7318  0.199
H  -0.4697  -0.9780  1.6846  0.250
H  -2.6346  0.3941  0.1359  0.253
H  -1.9522  -0.0552  -1.5015  0.259
H  -1.8415  1.6819  -0.8815  0.265
H  0.7688  1.7647  -0.5721  0.239
H  0.5545  0.6530  -1.9123  0.254
H  1.3806  0.0561  -0.4137  0.244

LUMO, eV: -4.397
HOMO level, eV: -14.971
Orbital gap, Eh: 0.389
Net charge: +1

---

<c>
The following is a DFT calculation (ωB97M-V with the def2-TZVPD basis set) of a 2-piece molecular cluster, C4H9N2 overall.

Each line ends with the natural charge from an NBO analysis.
Atoms and positions in Å:
C  1.6707  1.6336  0.4826  0.074
C  -1.6705  0.2588  -0.8319  -0.392
C  -1.6289  0.0908  0.7177  -0.453
C  -0.4767  0.5383  0.0098  0.448
N  0.5820  1.1192  0.1508  -0.230
N  1.1266  -1.7579  -0.3598  -1.119
H  1.7476  2.6435  0.7289  0.231
H  2.5298  0.9833  0.6216  0.225
H  -1.8849  -0.5262  -1.5253  0.277
H  -2.1779  1.0667  -1.1096  0.240
H  -2.2384  0.7672  1.3571  0.273
H  -1.8757  -0.8818  1.0585  0.286
H  0.7585  -2.7723  -0.6324  0.408
H  1.7517  -1.6769  0.4131  0.367
H  1.7864  -1.4864  -1.0811  0.365

LUMO, eV: -4.688
HOMO level, eV: -14.193
Orbital gap, Eh: 0.349
Net charge: +1

---

<d>
The following is a DFT calculation (ωB97M-V with the def2-TZVPD basis set) of a 2-piece molecular cluster, C4H9N2 overall.

Each line ends with the natural charge from an NBO analysis.
Atoms and positions in Å:
C  0.5333  1.8217  2.1798  -0.217
C  0.3889  0.9716  1.3687  0.047
C  -1.2809  0.1092  -0.4225  -0.419
C  0.4815  -1.4866  0.0412  -0.420
N  0.8685  0.4428  -1.2860  -0.564
N  0.1905  -0.1110  -0.2906  0.025
H  0.3387  2.3671  3.0658  0.270
H  -1.8282  -0.2331  0.3709  0.245
H  -1.5385  1.0631  -0.5019  0.236
H  -1.8102  -0.4058  -1.3051  0.241
H  0.4797  -2.1981  -0.7262  0.251
H  1.4604  -1.3777  0.5226  0.248
H  -0.2491  -1.7015  0.7906  0.244
H  1.6104  -0.0686  -1.7298  0.406
H  0.3549  0.8068  -2.0775  0.407

LUMO (alpha / beta), eV: -5.939 / -5.939
HOMO level (alpha / beta), eV: -15.083 / -15.083
Orbital gap (alpha / beta), Eh: 0.336 / 0.336
Net charge: +1

---

Result of the stability comparison: <d> is the least stable of them.

---

<a>
The following is a DFT calculation (ωB97M-V with the def2-TZVPD basis set) of a 2-piece molecular cluster, C11H16N3O overall.

Each line ends with the Löwdin spin population.
Atoms and positions in Å:
C  -0.1274  -3.3709  -2.8998  0.000
C  -0.1211  -1.9776  -2.5956  0.002
C  0.3356  -0.2085  1.2501  0.518
C  1.1010  0.4510  0.0964  0.107
C  -0.9217  -0.7097  1.2063  0.436
C  1.0893  1.7611  -0.2522  0.244
C  1.9835  -0.3953  -0.4787  0.192
C  -1.4684  -1.4058  2.4310  0.061
C  -1.9148  -0.4354  0.0672  0.050
C  1.9221  2.3842  -1.3428  0.037
C  0.1845  2.6683  0.4724  0.055
N  0.9371  -3.8748  -2.2950  0.002
N  1.5907  -2.8684  -1.9049  0.003
N  1.0596  -1.7205  -2.0392  0.023
O  3.0591  -0.7428  -0.7076  0.121
H  -0.8668  -3.9382  -3.4278  0.000
H  -0.8437  -1.1949  -2.9335  0.000
H  0.9076  -0.1200  2.1565  0.021
H  -0.9885  -1.0833  3.4367  0.006
H  -1.2272  -2.4266  2.1888  0.028
H  -2.5406  -1.2315  2.6353  0.006
H  -2.4796  0.3618  0.4181  0.017
H  -2.5088  -1.2849  0.0297  0.009
H  -1.5263  -0.4399  -0.9626  0.001
H  3.0915  2.1684  -1.4820  0.014
H  1.6956  1.9134  -2.3079  0.012
H  1.5750  3.4481  -1.4338  0.001
H  -0.7231  2.1786  0.6655  0.008
H  0.5336  3.1649  1.3857  0.020
H  0.1796  3.6001  -0.2013  0.006
H  2.3970  -3.0034  -1.3569  0.000

LUMO (alpha / beta), eV: -4.273 / -7.689
HOMO level (alpha / beta), eV: -9.386 / -13.535
Orbital gap (alpha / beta), Eh: 0.188 / 0.215
2S+1: 3
Net charge: +1

---

<b>
The following is a DFT calculation (ωB97M-V with the def2-TZVPD basis set) of an isolated ion of composition C11H16N3O and charge +1.

Each line ends with the Löwdin spin population.
Atoms and positions in Å:
C  -3.2347  1.0109  -0.8106  0.155
C  -2.8018  -0.2870  -0.7986  0.205
C  -2.3229  1.6698  -0.0211  0.367
C  -1.5636  -0.4187  -0.1683  0.380
C  -0.7132  -1.5640  0.1577  0.333
C  0.8031  2.1637  0.4868  0.004
C  1.0450  -0.3946  1.3650  0.016
C  -0.3233  1.4221  1.2410  0.014
C  2.1390  0.0556  0.4120  0.013
C  1.5407  1.2033  -0.5206  0.002
C  -1.1917  -2.9029  -0.3387  0.036
N  0.3618  -1.5423  0.9220  0.293
N  -1.3568  0.8966  0.4179  0.119
N  2.5835  -1.0590  -0.4261  0.004
O  2.5062  1.9180  -1.2765  0.002
H  -4.1360  1.2044  -1.3776  0.000
H  -3.2875  -1.1475  -1.3234  0.005
H  -2.4666  2.7276  0.2374  0.016
H  0.2977  2.7567  -0.3421  0.002
H  1.5113  2.4688  1.2224  0.000
H  1.2557  -0.3974  2.4066  0.005
H  -0.6049  1.9469  2.1039  0.001
H  2.9967  0.6283  0.9828  0.000
H  0.8023  0.7311  -1.1237  0.003
H  -1.2864  -3.6252  0.3713  0.006
H  -0.4608  -3.2732  -1.0468  0.011
H  -2.2922  -2.7672  -0.6496  0.000
H  2.9435  -0.7377  -1.3216  0.000
H  0.8475  -2.4563  0.9167  0.006
H  3.3548  -1.5491  0.0463  0.000
H  3.0538  1.3182  -1.7445  0.000

LUMO (alpha / beta), eV: -3.282 / -6.880
HOMO level (alpha / beta), eV: -9.734 / -12.915
Orbital gap (alpha / beta), Eh: 0.237 / 0.222
2S+1: 3
Net charge: +1

---

Result of the stability comparison: <a> is the least stable of them.

---

<a>
The following is a DFT calculation (ωB97M-V with the def2-TZVPD basis set) of a 2-piece molecular cluster, C5H6S2 overall.

Each line ends with the natural charge from an NBO analysis.
Atoms and positions in Å:
C  1.7058  -0.1891  1.3242  -0.195
C  1.9332  -1.0752  0.5950  -0.251
C  -0.9062  -0.6210  -0.5782  -0.433
C  -0.6859  0.4935  -1.5888  -0.430
C  -0.3795  0.6893  -0.1904  -0.196
S  -0.9308  1.3218  2.7413  -0.415
S  -0.7351  1.8919  0.9055  0.540
H  1.7224  0.4675  2.1036  0.228
H  1.6698  -1.8856  -0.0406  0.221
H  -1.8422  -1.0236  -0.1872  0.247
H  -0.1015  -1.4153  -0.7624  0.225
H  0.0822  0.3250  -2.2741  0.230
H  -1.5319  1.0208  -2.0479  0.228

LUMO (alpha / beta), eV: -1.002 / -0.998
HOMO level (alpha / beta), eV: -8.318 / -8.320
Orbital gap (alpha / beta), Eh: 0.269 / 0.269

---

<b>
The following is a DFT calculation (ωB97M-V with the def2-TZVPD basis set) of C5H6S2 in the gas phase.

Each line ends with the natural charge from an NBO analysis.
Atoms and positions in Å:
S  2.7792  -0.0772  -0.7591  0.070
C  1.2341  -0.0019  -0.2901  -0.038
C  0.4092  -1.2721  0.0421  -0.496
C  -1.0253  -0.7426  0.2274  -0.334
S  -1.9291  -0.1087  -1.1519  0.118
C  -1.0091  0.7443  0.1910  -0.274
C  0.4087  1.2550  -0.0819  -0.521
H  0.5250  -2.0938  -0.7357  0.254
H  0.7372  -1.6782  0.9560  0.238
H  -1.6490  -1.2141  0.9953  0.235
H  -1.6809  1.4064  0.7480  0.243
H  0.4011  1.9887  -0.9233  0.257
H  0.7988  1.7943  0.7822  0.248

LUMO, eV: -0.222
HOMO level, eV: -8.694
Orbital gap, Eh: 0.311

---

Result of the stability comparison: <a> is the least stable of them.